DFT (ωB97M-V with the def2-TZVPD basis set) results for C41H78GeN3O3PSSi3Ti as an isolated structure.

The geometry in XYZ format:
```
132
C41H78GeN3O3PSSi3Ti (ωB97M-V with the def2-TZVPD basis set)
Ti 0.79 0.63 0.30
N -0.60 -0.06 1.86
N -0.07 0.38 3.09
C 1.32 0.55 3.15
O 1.89 0.51 4.22
O 1.87 0.77 1.98
H -1.49 0.39 1.64
H -0.73 -1.07 1.86
H -0.50 0.02 3.93
C -0.14 -5.03 3.01
C 0.64 -3.76 3.36
C -0.23 -2.81 4.19
C 1.21 -3.06 2.15
C 0.58 -3.07 0.91
C 1.11 -2.46 -0.22
C 0.40 -2.79 -1.53
C 0.87 -4.15 -2.06
C -1.12 -2.88 -1.36
C 2.33 -1.73 -0.12
C 3.02 -1.82 1.11
C 2.43 -2.42 2.22
C 4.49 -1.48 1.24
C 4.86 -0.85 2.59
C 5.31 -2.76 1.03
C 3.13 -1.30 -1.35
C 3.71 -2.39 -2.00
C 4.52 -2.26 -3.12
C 4.79 -1.00 -3.62
C 4.24 0.09 -2.97
C 3.42 0.00 -1.84
P 2.80 1.61 -1.15
C 4.30 2.50 -0.41
C 3.83 3.91 -0.02
C 5.56 2.57 -1.29
C 4.72 1.80 0.88
C 2.24 2.65 -2.64
C 3.28 3.50 -3.38
C 1.58 1.74 -3.69
C 1.14 3.59 -2.11
H -0.34 -5.60 3.91
H 0.42 -5.66 2.32
H -1.10 -4.79 2.55
H 1.50 -4.04 3.98
H -1.07 -2.44 3.61
H 0.36 -1.97 4.56
H -0.64 -3.34 5.06
H -0.35 -3.62 0.81
H 0.65 -2.03 -2.27
H 0.59 -4.94 -1.36
H 1.95 -4.21 -2.21
H 0.38 -4.36 -3.02
H -1.53 -2.11 -0.71
H -1.40 -3.86 -0.94
H -1.61 -2.81 -2.33
H 2.98 -2.44 3.15
H 4.75 -0.80 0.43
H 5.00 -1.63 3.35
H 4.10 -0.16 2.95
H 5.81 -0.32 2.51
H 5.03 -3.51 1.77
H 6.37 -2.54 1.15
H 5.16 -3.18 0.04
H 3.54 -3.37 -1.59
H 4.94 -3.15 -3.58
H 5.41 -0.87 -4.49
H 4.47 1.07 -3.36
H 3.59 4.55 -0.86
H 4.63 4.39 0.54
H 2.96 3.87 0.64
H 5.44 3.17 -2.19
H 5.90 1.57 -1.57
H 6.35 3.03 -0.69
H 3.88 1.50 1.49
H 5.33 2.50 1.47
H 5.35 0.94 0.66
H 4.06 2.91 -3.87
H 3.76 4.24 -2.75
H 2.75 4.04 -4.17
H 2.23 0.95 -4.06
H 1.28 2.36 -4.54
H 0.69 1.28 -3.29
H 1.49 4.26 -1.32
H 0.31 3.02 -1.70
H 0.78 4.20 -2.94
S 0.58 4.93 2.03
C 0.26 3.53 1.29
N 0.00 2.53 0.72
C -3.82 4.00 1.29
Si -4.16 2.21 1.79
C -3.09 1.89 3.32
C -5.94 2.21 2.47
Ge -3.53 0.67 0.07
Si -4.83 -1.25 0.63
C -6.67 -1.17 1.07
C -4.74 -2.58 -0.74
C -4.00 -2.08 2.13
Si -4.77 1.51 -1.79
C -4.32 3.30 -2.20
C -4.41 0.55 -3.39
C -6.67 1.48 -1.66
H -3.73 4.63 2.18
H -4.64 4.39 0.68
H -2.90 4.09 0.71
H -3.36 2.57 4.14
H -2.03 2.05 3.11
H -3.22 0.86 3.69
H -6.08 3.07 3.13
H -6.14 1.31 3.05
H -6.68 2.27 1.68
H -7.28 -1.03 0.18
H -6.90 -0.35 1.75
H -6.98 -2.11 1.55
H -4.57 -2.15 -1.73
H -5.67 -3.15 -0.79
H -3.93 -3.28 -0.55
H -3.96 -1.40 2.99
H -2.97 -2.36 1.88
H -4.53 -2.99 2.44
H -3.26 3.51 -2.01
H -4.90 4.00 -1.61
H -4.51 3.51 -3.26
H -3.49 0.89 -3.86
H -5.22 0.71 -4.11
H -4.32 -0.53 -3.23
H -7.01 1.91 -0.71
H -7.04 0.46 -1.72
H -7.12 2.06 -2.48
C -1.05 0.21 -2.26
O -0.09 0.38 -1.27
H -1.43 1.18 -2.58
H -1.91 -0.33 -1.88
H -0.64 -0.32 -3.13
```

2S+1: 2
Maximum force: 1.21 eV Å⁻¹
<S²>: 0.7532
Total charge: -1
Frontier orbital gap (spin up / spin down): 5.6 / 5.6 eV
M: 928.9 u
HOMO (spin up / spin down): -0.13061 / -0.13063 Eh